(1)
C6H10O as an isolated structure. Source: the OMol25 dataset; level of theory: ωB97M-V/def2-TZVPD.

The HOMO-LUMO gap is 8.51 eV. As for the net charge: 0. As for the spin multiplicity: 1. The calculation puts the energy above the lowest of the compared OMol25 structures with the same formula, charge and spin at 118.02 kcal per mole. The calculation puts the LUMO energy at 0.03753 Ha.

Each line ends with the Löwdin charge.
Atoms and positions in Å:
1 C 1.27 -0.74 1.73  -0.07
2 C 1.20 -1.70 0.57  -0.08
3 C 0.93 -0.25 0.37  -0.34
4 C -0.51 1.89 -0.12  0.04
5 C -1.50 1.43 -1.23  -0.24
6 C -0.95 0.01 -1.16  -0.15
7 O -0.41 0.14 0.19  -0.20
8 H 0.46 -0.77 2.45  0.11
9 H 2.24 -0.48 2.14  0.11
10 H 2.12 -2.11 0.16  0.10
11 H 0.34 -2.37 0.52  0.11
12 H 1.61 0.41 -0.17  0.15
13 H -1.09 2.14 0.78  0.03
14 H -2.57 1.47 -1.01  0.10
15 H -1.32 1.92 -2.19  0.09
16 H -1.67 -0.81 -1.19  0.13
17 H -0.13 -0.18 -1.86  0.13

=====

(2)
C32H45BF5N7Pt as an isolated structure in a non-equilibrium geometry. Source: the OMol25 dataset; level of theory: ωB97M-V/def2-TZVPD.

The HOMO-LUMO gap (spin up / spin down) is 5.55 / 5.32 eV. As for the net charge: -2. As for the spin multiplicity: 1. The calculation puts the energy above the lowest of the compared OMol25 structures with the same formula, charge and spin at 76.66 kcal per mole. The calculation puts the LUMO energy (spin up / spin down) at 0.16571 / 0.16579 Ha.

Each line ends with the Löwdin charge.
Atoms and positions in Å:
1 Pt -0.86 0.11 -0.14  0.84
2 C 2.91 1.55 3.70  -0.08
3 C 2.70 1.98 2.25  -0.39
4 C 3.48 3.27 1.96  -0.08
5 C 3.08 0.89 1.30  -0.30
6 C 4.36 0.35 1.05  -0.04
7 C 4.13 -0.65 0.12  -0.11
8 N 2.81 -0.68 -0.14  -0.04
9 N 2.16 0.26 0.58  0.13
10 B 2.12 -1.65 -1.11  -0.54
11 N 1.42 -0.86 -2.25  -0.02
12 C 1.73 -0.91 -3.55  -0.10
13 C 1.01 0.07 -4.21  -0.03
14 C 0.26 0.70 -3.20  -0.29
15 N 0.52 0.13 -2.03  0.03
16 C -0.67 1.87 -3.29  -0.40
17 C -0.14 3.07 -2.49  -0.06
18 C -0.95 2.25 -4.74  -0.09
19 N 1.15 -2.58 -0.35  -0.03
20 C 1.19 -3.92 -0.31  -0.10
21 C 0.19 -4.35 0.52  -0.04
22 C -0.45 -3.17 0.97  -0.29
23 N 0.15 -2.11 0.43  0.07
24 C -1.65 -3.11 1.88  -0.36
25 C -1.30 -3.75 3.23  -0.08
26 C -2.26 -1.72 2.08  -0.08
27 H 2.50 2.30 4.39  0.07
28 H 3.97 1.41 3.93  0.06
29 H 2.39 0.61 3.89  0.08
30 H 1.64 2.18 2.13  0.08
31 H 4.55 3.14 2.15  0.06
32 H 3.11 4.08 2.59  0.07
33 H 3.36 3.56 0.91  0.07
34 H 5.31 0.65 1.48  0.08
35 H 4.81 -1.33 -0.37  0.10
36 H 2.97 -2.34 -1.62  0.11
37 H 2.45 -1.63 -3.92  0.10
38 H 1.03 0.29 -5.26  0.08
39 H -1.61 1.55 -2.82  0.09
40 H 0.80 3.43 -2.92  0.08
41 H 0.04 2.77 -1.45  0.06
42 H -0.86 3.88 -2.48  0.07
43 H -0.06 2.67 -5.22  0.07
44 H -1.74 3.01 -4.79  0.07
45 H -1.28 1.38 -5.32  0.07
46 H 1.93 -4.47 -0.87  0.10
47 H -0.07 -5.37 0.77  0.09
48 H -2.41 -3.75 1.41  0.13
49 H -0.54 -3.15 3.73  0.08
50 H -0.92 -4.76 3.12  0.06
51 H -2.19 -3.78 3.88  0.07
52 H -1.89 -1.25 2.99  0.08
53 H -3.35 -1.76 2.12  0.08
54 H -1.99 -1.05 1.25  -0.02
55 C -5.24 1.33 1.78  -0.09
56 C -4.30 1.19 0.58  -0.39
57 C -4.20 2.53 -0.17  -0.06
58 C -4.70 0.07 -0.35  -0.15
59 C -6.01 -0.38 -0.41  -0.07
60 C -6.41 -1.41 -1.25  -0.12
61 C -5.45 -1.99 -2.07  -0.09
62 C -4.13 -1.56 -2.08  -0.15
63 C -3.18 -2.22 -3.08  -0.38
64 C -2.76 -1.25 -4.19  -0.07
65 C -1.95 -2.86 -2.43  -0.07
66 C -3.71 -0.49 -1.23  -0.32
67 N -2.46 0.00 -1.32  -0.10
68 H -4.80 2.00 2.51  0.06
69 H -5.41 0.36 2.26  0.07
70 H -6.21 1.74 1.48  0.07
71 H -3.30 0.97 0.95  0.09
72 H -5.18 2.82 -0.57  0.07
73 H -3.50 2.44 -1.00  0.06
74 H -3.83 3.31 0.49  0.07
75 H -6.75 0.07 0.25  0.09
76 H -7.44 -1.75 -1.27  0.08
77 H -5.73 -2.80 -2.74  0.09
78 H -3.75 -3.03 -3.54  0.11
79 H -2.19 -0.43 -3.75  0.04
80 H -3.64 -0.84 -4.69  0.07
81 H -2.14 -1.75 -4.93  0.07
82 H -1.33 -2.09 -1.95  0.04
83 H -1.34 -3.38 -3.17  0.07
84 H -2.24 -3.58 -1.66  0.07
85 F -1.04 2.96 1.18  -0.10
86 C -0.62 2.62 2.49  -0.27
87 F -1.22 1.33 2.67  -0.11
88 C -1.42 3.53 3.37  -0.61
89 F -2.78 3.59 3.22  0.06
90 F -1.25 3.19 4.68  0.08
91 F -1.01 4.81 3.21  0.08

=====

(3)
C85H180F14N8O8PS2 as an isolated structure in a non-equilibrium geometry. Source: the OMol25 dataset; level of theory: ωB97M-V/def2-TZVPD.

The HOMO-LUMO gap is 6.78 eV. As for the net charge: +3. As for the spin multiplicity: 1. The calculation puts the LUMO energy at -0.17668 Ha.

Each line ends with the Löwdin charge.
Atoms and positions in Å:
1 C 5.63 7.41 0.39  -0.10
2 C 5.82 6.01 -0.17  -0.25
3 C 5.69 5.82 -1.70  -0.17
4 C 6.24 4.41 -1.95  -0.09
5 N 6.23 3.78 -3.37  -0.21
6 C 4.84 3.76 -3.91  -0.09
7 C 4.78 4.84 -5.01  -0.10
8 C 6.21 4.58 -5.62  -0.12
9 C 7.05 4.57 -4.35  -0.10
10 C 6.87 2.41 -3.26  -0.12
11 C 6.47 1.44 -2.13  -0.22
12 C 7.06 0.08 -2.46  -0.10
13 H 5.88 7.39 1.47  0.09
14 H 4.67 7.86 0.26  0.07
15 H 6.33 8.14 -0.02  0.08
16 H 5.18 5.35 0.33  0.09
17 H 6.87 5.81 0.02  0.11
18 H 6.21 6.58 -2.30  0.12
19 H 4.62 6.03 -1.82  0.12
20 H 5.58 3.74 -1.35  0.12
21 H 7.29 4.34 -1.65  0.15
22 H 4.82 2.81 -4.49  0.14
23 H 4.11 3.75 -3.14  0.10
24 H 4.02 4.68 -5.75  0.11
25 H 4.78 5.84 -4.63  0.11
26 H 6.35 3.59 -6.13  0.13
27 H 6.57 5.38 -6.27  0.13
28 H 8.03 4.21 -4.39  0.11
29 H 7.13 5.54 -3.93  0.11
30 H 7.94 2.54 -3.35  0.13
31 H 6.64 1.96 -4.26  0.14
32 H 5.40 1.35 -1.93  0.11
33 H 6.95 1.74 -1.19  0.12
34 H 8.16 0.19 -2.63  0.10
35 H 6.72 -0.34 -3.41  0.07
36 H 6.96 -0.65 -1.67  0.07
37 C -2.04 -5.41 -2.46  -0.11
38 C -2.96 -4.23 -2.43  -0.24
39 C -4.21 -4.63 -1.62  -0.16
40 C -5.27 -3.51 -1.68  -0.13
41 N -6.63 -3.97 -1.21  -0.19
42 C -7.32 -4.84 -2.27  -0.07
43 C -8.74 -4.24 -2.40  -0.12
44 C -8.45 -2.74 -2.15  -0.13
45 C -7.51 -2.72 -0.91  -0.05
46 C -6.46 -4.74 0.09  -0.16
47 C -5.79 -4.02 1.17  -0.25
48 C -5.63 -4.93 2.40  -0.04
49 H -1.79 -5.82 -1.45  0.10
50 H -1.10 -5.34 -3.04  0.05
51 H -2.52 -6.16 -3.06  0.06
52 H -3.22 -4.02 -3.48  0.12
53 H -2.60 -3.30 -1.97  0.09
54 H -3.93 -4.68 -0.58  0.10
55 H -4.64 -5.51 -2.07  0.12
56 H -5.32 -3.18 -2.71  0.11
57 H -5.14 -2.62 -1.04  0.11
58 H -7.25 -5.87 -1.97  0.13
59 H -6.84 -4.65 -3.20  0.12
60 H -9.43 -4.63 -1.61  0.13
61 H -9.16 -4.35 -3.39  0.12
62 H -9.37 -2.18 -1.91  0.13
63 H -7.96 -2.26 -3.02  0.13
64 H -8.02 -2.87 0.03  0.13
65 H -6.89 -1.83 -0.79  0.13
66 H -5.82 -5.61 -0.13  0.14
67 H -7.43 -5.01 0.40  0.13
68 H -6.36 -3.11 1.37  0.10
69 H -4.83 -3.64 0.80  0.08
70 H -5.19 -5.86 2.12  0.07
71 H -6.58 -5.26 2.84  0.09
72 H -4.97 -4.39 3.11  0.09
73 C 5.60 -7.35 6.48  -0.10
74 C 4.63 -6.50 5.67  -0.25
75 C 4.88 -4.99 5.86  -0.16
76 C 4.21 -4.18 4.74  -0.08
77 N 4.86 -2.80 4.43  -0.19
78 C 6.19 -3.04 3.70  -0.10
79 C 6.38 -1.88 2.76  -0.16
80 C 5.02 -1.20 2.61  -0.14
81 C 4.02 -2.15 3.35  -0.09
82 C 5.07 -1.90 5.64  -0.10
83 C 3.82 -1.59 6.38  -0.22
84 C 4.21 -0.84 7.66  -0.06
85 H 5.53 -7.16 7.55  0.08
86 H 6.64 -7.10 6.26  0.07
87 H 5.44 -8.44 6.25  0.09
88 H 3.59 -6.68 5.94  0.11
89 H 4.64 -6.69 4.62  0.09
90 H 5.99 -4.83 5.90  0.12
91 H 4.55 -4.70 6.86  0.11
92 H 3.19 -3.94 4.95  0.10
93 H 4.37 -4.67 3.82  0.10
94 H 7.03 -3.12 4.38  0.13
95 H 6.18 -4.03 3.21  0.14
96 H 7.06 -1.14 3.15  0.11
97 H 6.84 -2.20 1.83  0.11
98 H 5.00 -0.16 2.98  0.11
99 H 4.63 -1.14 1.58  0.11
100 H 3.09 -1.79 3.83  0.10
101 H 3.75 -2.94 2.67  0.13
102 H 5.52 -1.04 5.14  0.14
103 H 5.72 -2.43 6.32  0.13
104 H 3.28 -2.56 6.55  0.10
105 H 3.18 -0.96 5.81  0.07
106 H 4.61 0.16 7.45  0.09
107 H 5.07 -1.32 8.12  0.07
108 H 3.43 -0.87 8.38  0.06
109 C 2.45 -5.32 -2.93  -0.09
110 C 3.49 -5.12 -4.05  -0.22
111 C 3.08 -5.88 -5.34  -0.16
112 C 1.67 -5.50 -5.96  -0.10
113 N 1.28 -6.18 -7.25  -0.26
114 C 2.06 -5.75 -8.42  -0.10
115 C 1.20 -6.10 -9.66  -0.13
116 C -0.24 -5.97 -9.18  -0.12
117 C -0.08 -5.72 -7.67  -0.10
118 C 1.26 -7.69 -7.07  -0.10
119 C 0.58 -8.16 -5.77  -0.21
120 C 0.27 -9.68 -5.83  -0.07
121 H 2.65 -4.71 -2.06  0.06
122 H 2.56 -6.32 -2.53  0.08
123 H 1.41 -5.17 -3.13  0.04
124 H 4.44 -5.59 -3.72  0.13
125 H 3.69 -4.07 -4.29  0.10
126 H 3.17 -6.95 -5.15  0.10
127 H 3.86 -5.69 -6.13  0.12
128 H 1.66 -4.46 -6.23  0.13
129 H 0.85 -5.67 -5.26  0.11
130 H 3.06 -6.15 -8.42  0.13
131 H 2.19 -4.67 -8.22  0.15
132 H 1.44 -7.08 -10.07  0.13
133 H 1.36 -5.37 -10.45  0.12
134 H -0.76 -6.95 -9.34  0.13
135 H -0.76 -5.14 -9.61  0.12
136 H -0.88 -6.16 -7.08  0.13
137 H -0.06 -4.68 -7.38  0.13
138 H 2.31 -8.03 -7.11  0.15
139 H 0.77 -8.05 -7.99  0.13
140 H -0.42 -7.68 -5.58  0.12
141 H 1.27 -7.84 -4.97  0.10
142 H -0.69 -9.81 -6.34  0.09
143 H 0.04 -9.99 -4.83  0.07
144 H 1.13 -10.23 -6.17  0.08
145 C 2.42 1.54 4.59  -0.08
146 C 1.04 1.53 3.91  -0.23
147 C 0.71 0.16 3.30  -0.14
148 C -0.46 0.51 2.37  -0.16
149 N -1.08 -0.69 1.79  -0.18
150 C -1.71 -1.58 2.85  -0.08
151 C -2.72 -2.33 2.02  -0.15
152 C -3.23 -1.33 0.96  -0.15
153 C -2.31 -0.13 0.98  -0.03
154 C -0.17 -1.60 1.01  -0.10
155 C 0.82 -0.97 0.08  -0.23
156 C 1.91 -1.88 -0.45  -0.09
157 H 2.46 0.89 5.50  0.07
158 H 2.94 2.47 4.77  0.06
159 H 3.16 1.03 3.95  0.05
160 H 1.05 2.20 3.06  0.08
161 H 0.31 1.77 4.62  0.08
162 H 0.46 -0.61 4.01  0.09
163 H 1.57 -0.15 2.71  0.10
164 H -0.11 1.24 1.63  0.12
165 H -1.29 0.99 2.96  0.10
166 H -0.91 -2.08 3.44  0.11
167 H -2.24 -0.91 3.50  0.12
168 H -2.38 -3.27 1.55  0.12
169 H -3.55 -2.59 2.71  0.08
170 H -3.12 -1.72 -0.04  0.07
171 H -4.27 -1.02 1.00  0.11
172 H -1.92 0.11 -0.04  0.12
173 H -2.62 0.77 1.51  0.12
174 H -0.87 -2.24 0.46  0.13
175 H 0.42 -2.18 1.74  0.14
176 H 1.33 -0.09 0.59  0.10
177 H 0.31 -0.58 -0.82  0.12
178 H 2.61 -1.27 -0.99  0.06
179 H 1.49 -2.54 -1.18  0.05
180 H 2.45 -2.50 0.32  0.08
181 C -6.00 7.06 5.10  -0.08
182 C -4.49 7.26 5.03  -0.23
183 C -3.75 6.05 4.37  -0.14
184 C -2.22 6.39 4.54  -0.12
185 N -1.22 5.29 4.27  -0.21
186 C -1.20 4.32 5.42  -0.09
187 C 0.16 4.47 6.02  -0.16
188 C 1.07 4.97 4.92  -0.15
189 C 0.13 5.99 4.28  -0.08
190 C -1.51 4.58 3.03  -0.17
191 C -1.48 5.38 1.75  -0.20
192 C -2.03 4.44 0.64  -0.07
193 H -6.39 7.69 5.90  0.08
194 H -6.17 6.07 5.42  0.06
195 H -6.49 7.25 4.18  0.06
196 H -4.02 7.25 5.99  0.09
197 H -4.17 8.22 4.58  0.12
198 H -3.93 5.91 3.31  0.11
199 H -3.91 5.14 4.93  0.08
200 H -1.95 6.80 5.51  0.13
201 H -1.93 7.20 3.79  0.15
202 H -1.51 3.37 4.99  0.10
203 H -1.91 4.65 6.21  0.15
204 H 0.57 3.48 6.33  0.13
205 H 0.18 5.18 6.89  0.14
206 H 1.37 4.16 4.27  0.09
207 H 2.01 5.48 5.33  0.15
208 H 0.28 6.35 3.31  0.11
209 H 0.11 6.86 4.98  0.15
210 H -2.48 4.09 3.13  0.12
211 H -0.83 3.76 2.85  0.13
212 H -0.45 5.54 1.39  0.11
213 H -2.00 6.33 1.74  0.11
214 H -1.45 3.52 0.77  0.06
215 H -1.89 4.89 -0.33  0.06
216 H -3.06 4.14 0.79  0.08
217 C -3.48 8.10 -2.97  -0.07
218 C -2.14 7.45 -2.58  -0.23
219 C -1.80 6.13 -3.25  -0.19
220 C -1.77 6.22 -4.78  -0.10
221 N -2.29 4.96 -5.34  -0.25
222 C -3.74 5.13 -5.26  -0.11
223 C -4.13 6.02 -6.47  -0.11
224 C -3.05 5.80 -7.54  -0.12
225 C -2.06 4.91 -6.83  -0.10
226 C -1.71 3.71 -4.70  -0.12
227 C -0.21 3.43 -4.97  -0.18
228 C 0.07 2.22 -4.04  -0.08
229 H -3.44 9.20 -2.81  0.09
230 H -4.19 7.72 -2.27  0.07
231 H -3.76 7.95 -3.99  0.04
232 H -2.12 7.23 -1.49  0.11
233 H -1.31 8.13 -2.80  0.11
234 H -2.59 5.45 -2.90  0.08
235 H -0.83 5.77 -2.91  0.12
236 H -0.79 6.37 -5.20  0.13
237 H -2.50 6.98 -5.17  0.13
238 H -4.18 4.09 -5.24  0.14
239 H -4.00 5.57 -4.29  0.12
240 H -5.10 5.76 -6.88  0.12
241 H -4.29 7.04 -6.18  0.10
242 H -3.35 5.34 -8.47  0.12
243 H -2.59 6.70 -7.89  0.11
244 H -2.32 3.85 -7.03  0.15
245 H -1.00 5.13 -6.95  0.13
246 H -2.27 2.88 -5.08  0.12
247 H -1.94 3.78 -3.62  0.10
248 H 0.41 4.29 -4.70  0.11
249 H -0.06 3.10 -5.99  0.10
250 H 1.14 1.92 -4.03  0.07
251 H -0.53 1.38 -4.36  0.06
252 H -0.10 2.39 -2.96  0.09
253 P 2.35 3.05 -0.22  0.21
254 F 2.78 4.14 -1.41  -0.21
255 F 0.80 3.38 -0.59  -0.18
256 F 2.28 1.86 -1.31  -0.16
257 F 1.80 2.11 0.98  -0.16
258 F 3.90 2.70 0.05  -0.16
259 F 2.42 4.33 0.78  -0.17
260 N -3.38 1.29 -2.29  -0.29
261 S -3.48 -0.12 -2.95  0.50
262 O -4.76 -0.80 -2.86  -0.30
263 O -2.23 -0.77 -2.53  -0.32
264 F -3.25 0.14 -4.49  -0.17
265 S -4.53 2.40 -2.41  0.64
266 O -3.81 3.66 -2.44  -0.33
267 O -5.75 2.45 -1.58  -0.28
268 F -5.12 2.32 -4.03  -0.26
269 C 0.37 -3.21 5.22  -0.47
270 O 1.13 -3.61 6.46  -0.15
271 O 1.14 -2.80 4.23  -0.16
272 C -0.38 -4.46 4.89  -0.58
273 F -1.06 -4.47 3.71  0.11
274 F 0.50 -5.49 4.70  0.11
275 F -1.18 -4.81 5.88  0.17
276 C 0.86 -2.93 7.65  -0.30
277 C 1.76 -3.52 8.75  -0.05
278 H 2.73 -3.40 8.34  0.03
279 H 1.74 -2.95 9.65  0.07
280 H 1.57 -4.59 8.91  0.09
281 H -0.21 -2.98 7.96  0.12
282 H 1.09 -1.85 7.50  0.11
283 H -0.37 -2.50 5.68  0.15
284 C -3.50 1.23 4.44  -0.52
285 O -4.24 0.20 3.64  -0.13
286 O -2.63 1.87 3.81  -0.12
287 C -4.57 2.19 4.95  -0.61
288 F -5.58 1.64 5.57  0.17
289 F -4.01 3.08 5.81  0.11
290 F -5.04 2.93 3.95  0.16
291 C -4.90 -0.85 4.36  -0.25
292 C -6.28 -1.15 3.73  -0.05
293 H -6.57 -2.15 4.06  0.07
294 H -7.03 -0.46 4.14  0.08
295 H -6.16 -1.08 2.64  0.06
296 H -4.88 -0.64 5.42  0.11
297 H -4.29 -1.76 4.15  0.09
298 H -3.25 0.66 5.34  0.15

=====

Number 2 is which compound?
C32H45BF5N7Pt

=====

net charge of number 2 (C32H45BF5N7Pt)?
-2

=====

Look up the spin multiplicity of the first one.
1